Record 1
2 unconnected molecules or ions with the total composition CH7N3O at a distorted geometry, computed with wB97M-V/def2-TZVPD.

Its spin multiplicity is 1. The value obtained for the HOMO-LUMO gap (spin up / spin down) is 8.225 / 8.215 eV.

Each line ends with the Mulliken charge.
Atoms and positions in Å:
1 H 0.802 -1.769 -0.855  0.28
2 C -0.050 -1.105 -0.826  -0.22
3 H -1.350 1.033 -0.224  0.23
4 H -1.053 -1.513 -0.820  0.29
5 N 0.670 -0.121 1.069  -0.48
6 H -0.140 0.670 2.613  0.30
7 O 0.602 0.066 2.487  -0.48
8 N -1.066 0.919 -1.198  -0.56
9 H 1.467 -0.765 1.025  0.16
10 N 0.142 0.159 -1.214  -0.19
11 H -0.857 1.836 -1.578  0.25
12 H 0.834 0.591 -0.479  0.43

Record 2
6 unconnected molecules or ions with the total composition C10H25FNO4S2 at a distorted geometry, computed with wB97M-V/def2-TZVPD.

Its spin multiplicity is 1. The charge is -1. The value obtained for the HOMO-LUMO gap is 8.091 eV.

Each line ends with the Mulliken charge.
Atoms and positions in Å:
1 H -21.830 3.374 -6.035  0.37
2 H -23.419 4.879 -2.447  0.39
3 H -17.584 10.839 -9.486  0.32
4 H -19.224 5.546 -5.548  0.35
5 C -22.904 3.615 -4.169  -0.53
6 H -22.482 6.928 -3.868  0.38
7 H -21.513 10.529 -9.664  0.47
8 H -24.796 6.789 -6.615  0.24
9 S -19.350 9.479 -8.838  0.48
10 O -23.866 7.350 -8.454  -0.50
11 H -21.874 5.979 -6.141  0.12
12 H -25.314 8.287 -7.299  0.31
13 H -18.729 6.926 -4.796  0.44
14 H -21.021 9.212 -10.672  0.25
15 S -17.025 6.425 -6.349  0.40
16 C -18.586 10.782 -9.911  -1.06
17 H -19.315 7.196 -6.450  0.03
18 H -21.818 6.742 -10.119  0.19
19 F -21.222 6.347 -8.098  -0.85
20 H -23.092 2.633 -3.759  0.38
21 H -19.044 11.763 -9.790  0.37
22 H -21.789 5.748 -12.819  0.25
23 H -22.985 6.993 -8.323  0.28
24 O -17.202 6.456 -7.864  -0.54
25 N -22.173 5.398 -5.371  0.36
26 H -23.170 6.506 -12.164  0.28
27 H -17.283 8.792 -6.588  0.03
28 H -21.830 8.920 -9.180  0.11
29 C -18.775 6.506 -5.801  -0.72
30 C -24.446 7.635 -7.207  -0.65
31 C -21.056 9.540 -9.633  -0.73
32 H -22.520 5.205 -11.292  0.28
33 O -18.860 8.181 -9.526  -0.47
34 H -18.400 10.633 -10.975  0.32
35 C -16.642 8.158 -5.976  -0.70
36 C -22.324 4.025 -5.329  -0.52
37 H -16.738 8.447 -4.929  0.37
38 C -23.035 4.806 -3.454  -0.26
39 H -23.715 8.191 -6.620  0.23
40 C -22.213 6.076 -11.870  -0.78
41 H -15.576 8.298 -6.158  0.33
42 O -21.435 6.783 -10.998  -0.34
43 C -22.555 5.886 -4.144  -0.68

How do the records compare in molecular weight? In the order shown, they have 77.09 306.44 g/mol.